DFT (wB97M-V/def2-TZVPD) results for an isolated molecule of C8H12N2O2.

Properties
HOMO energy in eV: -8.3
Energy above the lowest of the compared OMol25 structures with the same formula, charge and spin in kcal/mol: 168.0
HOMO-LUMO gap in eV: 8.2538
LUMO in eV: -0.05
DFT total energy in eV: -15559.6250

Each line ends with the Mulliken charge.
Atoms and positions in Å:
H -1.551 -2.482 1.400  0.30
H 2.048 0.091 -0.805  0.71
C -1.146 0.886 0.750  -0.62
C 0.021 -2.139 0.307  -0.68
C -0.475 1.060 -0.524  0.72
H -2.286 -0.395 2.080  0.36
N 0.901 -1.437 -0.436  0.02
H 0.225 -3.136 0.018  0.45
H 2.526 0.777 1.359  0.29
O 0.432 3.046 0.151  -0.68
H 0.014 0.495 -2.568  0.33
C -1.572 -0.286 1.306  -0.50
N 0.097 2.307 -0.764  1.06
O 0.382 2.553 -1.911  -0.67
H -1.650 1.197 -2.434  0.41
C -0.866 0.520 -1.933  -1.35
C -1.065 -1.575 0.985  -0.22
H -1.466 -0.467 -1.869  0.26
H 0.773 0.334 1.858  0.29
C 1.401 -0.266 -0.101  -0.49
H 1.926 -0.954 1.822  0.34
H 1.298 -1.941 -1.226  0.32
H -1.628 1.765 1.215  0.34
C 1.660 0.045 1.319  -1.02